1.
# C19H26N4O4S

One molecule with the formula C19H26N4O4S (ωB97M-V/def2-TZVPD, the Open Molecules 2025 dataset).

Last columns: bonded neighbours and bond lengths (Å).
Positions of all 54 atoms, in Å:
1 H -1.31359 0.96110 1.93767  C9 1.091
2 C -1.77668 1.95441 -1.66143  H6 1.090, H20 1.091, C21 1.538, C43 1.545
3 H 4.81561 1.83524 -1.14238  C18 1.088
4 H -5.30803 -1.76140 -0.93377  C39 1.092
5 N -0.18458 0.29427 -0.75158  H17 1.007, C43 1.451, C53 1.352
6 H -1.68869 2.86213 -2.25768  C2 1.090
7 C 2.85633 1.13534 1.83789  N23 1.317, S28 1.756, C51 1.413
8 N 3.14192 -0.70895 0.24084  C10 1.374, C51 1.392, C54 1.457
9 C -1.67479 1.78830 1.32468  H1 1.091, C35 1.536, H36 1.095, N46 1.451
10 C 4.04734 -0.06754 -0.56948  N8 1.374, C18 1.506, O48 1.209
11 H -3.89559 1.76253 -1.18060  C21 1.089
12 H 2.53517 -2.62394 0.82875  C54 1.089
13 C 1.30258 1.05756 3.50778  N23 1.321, C27 1.383, H50 1.080
14 H -4.45403 -2.10614 0.60103  C39 1.095
15 C -3.02457 -0.04648 0.50848  O38 1.349, O42 1.214, N46 1.354
16 C 0.80974 -1.83352 -1.33118  H31 1.094, C34 1.529, H49 1.091, C53 1.522
17 H -0.78632 -0.25102 -0.15582  N5 1.007
18 C 3.99321 1.43772 -0.55172  H3 1.088, C10 1.506, S28 1.814, H44 1.092
19 H 0.40534 2.28182 1.01944  C35 1.089
20 H -1.93276 1.11892 -2.34524  C2 1.091
21 C -2.97141 2.08240 -0.70206  C2 1.538, H11 1.089, N46 1.446, H47 1.093
22 H 2.19801 -3.47615 -1.48414  C34 1.091
23 N 2.30948 1.66885 2.91088  C7 1.317, C13 1.321
24 C 1.34426 -0.69007 1.89385  C27 1.386, H32 1.077, C51 1.395
25 O 1.57218 0.29853 -2.15689  C53 1.215
26 C -3.33731 -2.63541 -1.17058  H33 1.088, C39 1.523, H40 1.087, H45 1.086
27 C 0.76588 -0.11918 3.01677  C13 1.383, C24 1.386, H41 1.078
28 S 4.17060 2.06764 1.13960  C7 1.756, C18 1.814
29 H -0.70607 3.45623 0.32346  C35 1.091
30 H 2.78343 -1.94252 -2.14644  C34 1.091
31 H 0.29613 -2.21267 -2.21967  C16 1.094
32 H 0.93183 -1.61289 1.52219  C24 1.077
33 H -3.15769 -2.24318 -2.16908  C26 1.088
34 C 2.23096 -2.39759 -1.32261  C16 1.529, H22 1.091, H30 1.091, C54 1.531
35 C -0.53778 2.39102 0.48556  C9 1.536, H19 1.089, H29 1.091, C43 1.530
36 H -2.09665 2.54837 1.99063  C9 1.095
37 H 0.37430 2.11390 -1.46126  C43 1.095
38 O -3.93889 -0.39055 -0.42181  C15 1.349, C39 1.426
39 C -4.33909 -1.75937 -0.43079  H4 1.092, H14 1.095, C26 1.523, O38 1.426
40 H -2.39753 -2.66660 -0.62522  C26 1.087
41 H -0.07635 -0.59551 3.49257  C27 1.078
42 O -2.53896 -0.82858 1.30042  C15 1.214
43 C -0.46466 1.71171 -0.88346  C2 1.545, N5 1.451, C35 1.530, H37 1.095
44 H 3.04095 1.77340 -0.96782  C18 1.092
45 H -3.72798 -3.64553 -1.25104  C26 1.086
46 N -2.73065 1.27433 0.47218  C9 1.451, C15 1.354, C21 1.446
47 H -3.08982 3.11574 -0.36727  C21 1.093
48 O 4.81172 -0.67980 -1.27871  C10 1.209
49 H 0.24493 -2.15948 -0.45691  C16 1.091
50 H 0.91822 1.54401 4.39245  C13 1.080
51 C 2.44248 -0.09271 1.27505  C7 1.413, N8 1.392, C24 1.395
52 H 4.01214 -2.53705 -0.14545  C54 1.095
53 C 0.79461 -0.31683 -1.45472  N5 1.352, C16 1.522, O25 1.215
54 C 3.00112 -2.13480 -0.02534  N8 1.457, H12 1.089, C34 1.531, H52 1.095

Results
Relative energy (zero: lowest compared OMol25 entry of this formula, charge and spin)   34.64 kJ/mol
Total energy   -1657.8730 hartree
Frontier orbital gap   8.85 eV
SMILES   CCOC(=O)N1CCC(NC(=O)CCCN2C(=O)CSc3ncccc32)CC1

2.
# C19H26N4O4S

One molecule with the formula C19H26N4O4S (ωB97M-V/def2-TZVPD, the Open Molecules 2025 dataset).

Last columns: bonded neighbours and bond lengths (Å).
Positions of all 54 atoms, in Å:
1 C -1.85097 1.32748 -1.81821  S3 1.820, H5 1.089, C6 1.527, H49 1.090
2 H -3.64367 -1.89709 1.17778  C20 1.095
3 S -0.57245 2.45587 -1.18076  C1 1.820, C10 1.734
4 O -4.14146 1.77599 -1.27700  C6 1.214
5 H -1.39083 0.34658 -1.92666  C1 1.089
6 C -3.09709 1.25737 -0.93867  C1 1.527, O4 1.214, N39 1.342
7 C -5.81299 -1.52754 1.39260  H11 1.088, C12 1.535, C20 1.534, H44 1.090
8 C 4.33071 -1.87041 -0.80440  C16 1.394, C30 1.392, O45 1.358
9 C 6.18113 -0.35714 -1.02756  C16 1.380, H47 1.079, C48 1.382
10 C 0.24528 1.41906 -0.05760  S3 1.734, N46 1.364, N51 1.311
11 H -5.99102 -0.97985 2.31529  C7 1.088
12 C -6.75506 -1.10638 0.25661  C7 1.535, C24 1.542, H50 1.089, H53 1.088
13 O 4.08718 0.87330 1.64865  C18 1.373, C23 1.409
14 H 1.42071 3.83224 0.37342  C54 1.094
15 H 2.21379 -4.29572 -1.25079  C17 1.089
16 C 5.51066 -1.48965 -1.44256  C8 1.394, C9 1.380, H42 1.078
17 C 2.52309 -3.41831 -0.68535  H15 1.089, H26 1.095, H27 1.094, O45 1.409
18 C 4.51161 0.03755 0.64497  O13 1.373, C30 1.389, C48 1.391
19 H -6.16758 -1.74199 -1.77718  C24 1.092
20 C -4.42833 -1.23195 0.80347  H2 1.095, C7 1.534, C33 1.547, O35 1.408
21 H 2.77593 1.36007 3.06823  C23 1.096
22 H 6.19960 1.30507 0.34072  C48 1.078
23 C 2.85697 0.60257 2.28034  O13 1.409, H21 1.096, H25 1.097, C32 1.491
24 C -5.84177 -1.06392 -0.98568  C12 1.542, H19 1.092, O35 1.419, H41 1.097
25 H 2.84579 -0.39000 2.74650  C23 1.097
26 H 2.66905 -3.69736 0.36290  C17 1.095
27 H 1.74366 -2.65293 -0.74952  C17 1.094
28 H 2.80188 3.12533 1.25634  C54 1.092
29 C 2.94485 2.97155 -0.89382  H31 1.086, H36 1.087, H43 1.088, C54 1.525
30 C 3.83422 -1.10819 0.24885  C8 1.392, C18 1.389, H34 1.076
31 H 3.49277 3.90287 -1.00113  C29 1.086
32 C 1.68558 0.69907 1.36283  C23 1.491, N40 1.303, N46 1.368
33 C -4.01406 0.23612 1.05886  C20 1.547, H37 1.092, N39 1.439, H52 1.093
34 H 2.92575 -1.40365 0.74405  C30 1.076
35 O -4.55621 -1.49939 -0.57298  C20 1.408, C24 1.419
36 H 2.28396 2.85527 -1.74923  C29 1.087
37 H -4.84070 0.90484 0.80956  C33 1.092
38 H -2.01031 0.13846 0.36853  N39 1.020
39 N -2.90524 0.60303 0.21751  C6 1.342, C33 1.439, H38 1.020
40 N 0.78466 -0.22755 1.19937  C32 1.303, N51 1.343
41 H -5.77548 -0.04852 -1.39449  C24 1.097
42 H 5.87650 -2.09511 -2.25542  C16 1.078
43 H 3.65514 2.14776 -0.87980  C29 1.088
44 H -5.90518 -2.59488 1.59221  C7 1.090
45 O 3.72799 -2.99123 -1.27876  C8 1.358, C17 1.409
46 N 1.39283 1.78458 0.58296  C10 1.364, C32 1.368, C54 1.441
47 H 7.09578 -0.06595 -1.52092  C9 1.079
48 C 5.69029 0.41488 0.00890  C9 1.382, C18 1.391, H22 1.078
49 H -2.12703 1.73575 -2.79004  C1 1.090
50 H -7.18619 -0.12470 0.44592  C12 1.089
51 N -0.12118 0.21662 0.31346  C10 1.311, N40 1.343
52 H -3.73991 0.36229 2.10922  C33 1.093
53 H -7.56909 -1.81695 0.12911  C12 1.088
54 C 2.13642 3.00478 0.39937  H14 1.094, H28 1.092, C29 1.525, N46 1.441

Results
Relative energy (zero: lowest compared OMol25 entry of this formula, charge and spin)   289.62 kJ/mol
Total energy   -1657.7759 hartree
Frontier orbital gap   9.00 eV
SMILES   CCn1c(COc2cccc(OC)c2)nnc1SCC(=O)NC[C@H]1CCCO1

F_max readings, ordered: 0.74; 1.17 eV/Å